(1)
59
Properties=species:S:1:pos:R:3:mulliken_spin:R:1 method="wB97M-V/def2-TZVPD" charge=+1 homo_lumo_gap_ev="6.39 / 6.39" energy_ev=-135615.3951 s_squared=8.75 multiplicity=6
Mn 0.2070 -0.7429 -0.2517 4.762
N -1.9601 -1.1713 -0.1224 0.061
C -2.4313 -2.1871 0.8545 0.010
C -1.6655 -1.9998 2.1852 -0.016
N -0.2052 -2.0152 2.0472 -0.012
C 0.2471 -3.4580 1.9448 0.017
C 1.1007 -3.7394 0.7451 -0.016
N 0.6729 -3.0751 -0.4871 0.055
C 0.5168 -1.3493 3.2111 0.007
C 1.8482 -0.7432 2.7264 0.002
N 1.6472 -0.0045 1.4088 0.057
H -2.3134 -0.2566 0.2277 -0.009
H -2.4244 -1.3453 -0.9943 0.007
H -2.3167 -3.1863 0.4009 -0.002
H -3.5351 -2.1553 1.0656 0.003
H -1.9822 -2.7810 2.8734 0.001
H -1.9490 -1.0654 2.6862 -0.002
H -0.6544 -4.1075 2.0740 -0.003
H 0.8411 -3.6666 2.7791 -0.001
H 1.0685 -4.8997 0.6673 0.002
H 2.1378 -3.5187 1.0582 -0.009
H -0.1716 -3.5639 -0.8081 0.008
H 1.3177 -3.2784 -1.2324 0.000
H 0.7049 -2.0599 3.9981 0.000
H -0.2065 -0.5948 3.5687 0.000
H 2.6002 -1.5058 2.5910 -0.003
H 2.3098 -0.1168 3.5426 0.002
H 2.5847 0.2827 1.0865 0.001
H 1.1267 0.8657 1.5346 0.001
Br -4.6055 5.6458 0.8576 0.000
C -3.5983 4.0667 1.0237 0.003
C -3.2395 3.7247 2.3356 0.002
C -2.3330 2.6943 2.5557 0.001
C -1.7291 1.9526 1.4745 -0.009
O -0.9809 0.9280 1.6748 -0.036
C -2.0733 2.4068 0.1120 0.025
C -1.4986 1.8831 -1.0909 -0.003
N -0.3230 1.2226 -1.2426 0.035
C 0.4485 1.5961 -2.3349 -0.023
C 0.1578 2.6968 -3.1786 0.009
C 1.0260 2.9650 -4.2441 -0.001
C 2.1367 2.2385 -4.4876 0.003
C 2.4787 1.0914 -3.6632 0.002
C 3.6219 0.3141 -3.8395 0.006
C 3.8892 -0.6683 -2.8779 0.003
C 2.9476 -1.0097 -1.9033 0.016
N 1.8467 -0.2516 -1.7508 0.043
C 1.5915 0.7782 -2.6074 0.005
C -3.0981 3.3612 -0.0701 -0.002
H -3.6890 4.2523 3.2207 0.000
H -2.0293 2.4482 3.5873 0.000
H -2.0664 2.1369 -1.9842 -0.001
H -0.5777 3.4264 -2.8577 0.001
H 0.8122 3.8154 -4.8976 0.000
H 2.8115 2.5204 -5.2890 0.000
H 4.2951 0.5355 -4.6881 0.000
H 4.8668 -1.1888 -2.9642 0.000
H 3.1032 -1.8488 -1.1854 -0.003
H -3.3077 3.7059 -1.0657 -0.001

=====

(2)
121
Properties=species:S:1:pos:R:3:mulliken_charge:R:1 method="wB97M-V/def2-TZVPD" charge=0 relative_energy_ev=0.464 homo_lumo_gap_ev=8.97 energy_ev=-203846.6238 smiles="CCCCCC[C@@](OC)(OCC)[C@@H](CCOC(=O)CC)N/C(Br)=C(/C)Br.CNC(C)=O.CNC(C)=O.CNC(C)=O.CNC(C)=O.CNC(C)=O"
C -4.4354 3.0628 1.4502 -1.038
C -4.8893 1.9962 2.4699 -0.579
C -5.5057 0.7129 1.8696 -0.799
C -4.9212 0.2259 0.5349 -0.268
C -3.6865 -0.6686 0.7658 -0.115
C -2.7372 -0.8123 -0.4643 -1.700
C -2.5132 -2.2089 -1.0732 1.745
O -2.5635 -3.2966 -0.1761 -0.440
C -1.8012 -3.2468 1.0067 -0.501
O -3.4581 -2.5738 -2.0752 -0.423
C -4.8066 -2.2384 -1.8919 -0.413
C -5.5825 -3.0455 -0.8284 -1.129
C -1.1965 -2.2468 -1.9600 -1.073
C -1.2455 -1.3131 -3.1842 -1.745
C -1.0155 0.2003 -3.0138 0.290
O -2.2397 0.8920 -3.4151 -0.250
C -2.0362 2.1962 -3.7156 0.618
O -1.2656 2.5980 -4.5180 -0.539
C -2.9302 3.1568 -2.9501 -0.602
C -2.2492 3.3922 -1.5847 -0.690
N 0.0816 -2.3850 -1.2726 0.322
C 0.7860 -1.3306 -0.7365 -0.391
Br 0.6092 -0.7555 1.1459 -0.149
C 1.7025 -0.6600 -1.3808 0.781
C 2.4958 0.4899 -0.8054 -1.587
Br 2.1803 -1.0965 -3.1860 -0.181
H -4.6087 4.0758 1.8136 0.435
H -4.9908 2.9744 0.5136 0.293
H -3.3779 2.9039 1.2459 0.176
H -4.0644 1.8080 3.1603 0.233
H -5.6744 2.4637 3.0754 0.478
H -6.5938 0.7939 1.8497 0.534
H -5.3014 -0.0880 2.5932 0.007
H -5.6838 -0.4305 0.0984 -0.037
H -4.7415 1.0004 -0.2133 0.245
H -3.9630 -1.6128 1.2282 0.309
H -3.1203 -0.1506 1.5448 0.401
H -3.1719 -0.2020 -1.2635 0.593
H -1.8082 -0.2952 -0.2318 0.033
H -2.2412 -3.9608 1.7077 0.344
H -0.7683 -3.5864 0.8732 0.242
H -1.7549 -2.2877 1.5241 0.005
H -5.3030 -2.5182 -2.8292 0.505
H -5.0285 -1.1684 -1.8228 0.256
H -5.0736 -3.1109 0.1294 0.171
H -5.6737 -4.0617 -1.2193 0.386
H -6.5855 -2.6226 -0.7361 0.365
H -1.3297 -3.2303 -2.4286 0.600
H -0.4668 -1.6763 -3.8572 0.150
H -2.1636 -1.4316 -3.7528 0.778
H -0.2319 0.5090 -3.7021 0.071
H -0.7418 0.5357 -2.0135 0.395
H -3.8602 2.6063 -2.7731 0.242
H -3.0910 4.0602 -3.5290 0.417
H -2.8239 4.1149 -1.0103 0.378
H -1.2329 3.7460 -1.7731 0.421
H -2.1822 2.4555 -1.0276 -0.132
H 0.3141 -3.3095 -0.9490 0.408
H 3.1204 0.1251 0.0070 0.291
H 3.0877 0.9900 -1.5681 0.570
H 1.8000 1.2306 -0.4086 0.390
C 5.3064 0.6774 5.0588 -0.835
N 5.1383 1.3801 3.8012 -0.134
C 4.0354 1.4481 3.0140 0.712
C 2.8017 0.7074 3.4707 -0.917
O 4.0547 2.0909 1.9730 -0.690
H 5.5780 1.4035 5.8263 0.215
H 6.1171 -0.0458 4.9566 0.294
H 4.4004 0.1586 5.3562 0.345
H 5.9249 1.8964 3.4374 0.232
H 2.0136 0.8583 2.7378 -0.094
H 3.0065 -0.3614 3.5463 0.401
H 2.4630 1.0901 4.4352 0.441
C 4.0914 5.4916 7.1589 -0.874
N 5.0640 4.4456 6.9028 -0.137
C 6.1581 4.4907 6.0969 0.840
C 6.4292 5.7773 5.3577 -1.345
O 6.8845 3.5141 5.9868 -0.641
H 4.0797 5.7158 8.2269 0.296
H 3.1011 5.1390 6.8657 0.285
H 4.3238 6.3965 6.6080 0.329
H 4.9436 3.5581 7.3656 0.224
H 7.3286 5.6578 4.7609 0.297
H 5.5986 6.0149 4.6917 0.359
H 6.5848 6.5952 6.0625 0.387
C -4.1750 -1.7298 6.7676 -0.935
N -3.4359 -1.2125 5.6309 -0.238
C -3.2267 -1.7994 4.4228 0.865
C -3.8276 -3.1654 4.2007 -1.085
O -2.5758 -1.2210 3.5643 -0.559
H -4.9888 -1.0435 7.0077 0.299
H -3.5078 -1.7941 7.6289 0.298
H -4.5869 -2.7120 6.5630 0.349
H -3.0091 -0.3025 5.7124 0.250
H -3.5815 -3.5016 3.1994 -0.093
H -3.4220 -3.8807 4.9176 0.478
H -4.9137 -3.1220 4.2951 0.383
C 4.9552 -3.6363 -5.9942 -0.881
N 4.4964 -3.5252 -4.6205 0.008
C 4.9265 -4.2087 -3.5285 0.971
C 6.0255 -5.2249 -3.7316 -1.409
O 4.4346 -4.0003 -2.4290 -0.620
H 5.3292 -2.6671 -6.3259 0.278
H 4.1152 -3.9179 -6.6303 0.257
H 5.7424 -4.3768 -6.0934 0.392
H 3.7636 -2.8620 -4.4193 -0.101
H 6.2598 -5.6855 -2.7761 0.297
H 5.7007 -6.0033 -4.4234 0.360
H 6.9248 -4.7411 -4.1152 0.358
C 0.3657 1.1600 -6.4660 -0.809
N 1.3460 0.1185 -6.7257 -0.055
C 2.4161 0.1343 -7.5554 0.838
C 2.6648 1.3925 -8.3502 -1.267
O 3.1462 -0.8457 -7.6441 -0.663
H 0.3897 1.4009 -5.4113 0.187
H -0.6264 0.7797 -6.7162 0.238
H 0.5595 2.0589 -7.0419 0.388
H 1.2411 -0.7530 -6.2287 0.126
H 3.5508 1.2531 -8.9629 0.311
H 1.8177 1.6022 -9.0045 0.347
H 2.8329 2.2372 -7.6808 0.351

=====

no.,largest force on an atom (eV/Å)
1,2.74
2,2.21